{
  "formula": "C5H7NO",
  "method": "ωB97M-V/def2-TZVPD",
  "symbols": ["C", "C", "C", "C", "N", "C", "O", "H", "H", "H", "H", "H", "H", "H"],
  "xyz": [[1.399, -0.478, 0.992], [0.573, -1.206, -0.028], [-0.652, -0.885, -0.446], [-1.457, 0.291, 0.052], [-1.221, 1.509, -0.702], [-0.270, 2.024, -1.235], [0.576, 2.624, -1.789], [1.647, -1.135, 1.835], [2.348, -0.156, 0.548], [0.901, 0.411, 1.388], [1.048, -2.078, -0.478], [-1.117, -1.487, -1.224], [-1.249, 0.494, 1.108], [-2.526, 0.071, -0.021]],
  "de_lowest_kcal_mol": 18.2,
  "spin_multiplicity": 1,
  "gap_ev": 10.660,
  "e_homo_ev": -9.82,
  "fmax_ev_per_a": 0.76,
  "e_tot_ha": -324.69547
}